(1)
Below is C29H27N6O4W as an isolated structure, with properties calculated with the ωB97M-V functional and the def2-TZVPD basis.

```
! wB97M-V def2-TZVPD RIJCOSX def2/J DEFGRID3
* xyz 1 1
W -0.1886 -0.4058 0.8126
O -4.0548 -1.7453 0.7141
C -2.8476 -1.7428 0.6519
N -1.9475 -1.2642 1.5737
C -2.3765 -0.9687 2.8820
C -3.5836 -1.3266 3.4727
C -3.8035 -0.9772 4.7947
C -2.8407 -0.2852 5.5155
C -1.6287 0.0548 4.9369
C -1.4028 -0.2965 3.6113
N -0.2549 -0.0086 2.8277
C 0.8799 0.4515 3.4735
O 1.1487 0.3612 4.6446
C 1.7588 1.2165 2.5370
C 2.8238 1.9666 2.9896
C 3.5104 2.7489 2.0761
C 3.0890 2.7472 0.7535
C 2.0242 1.9491 0.3830
N 1.3692 1.1829 1.2618
C -2.1278 -2.3909 -0.4841
C -2.7661 -3.2246 -1.3758
C -1.9998 -3.9026 -2.3094
C -0.6256 -3.7225 -2.2897
C -0.0714 -2.8420 -1.3795
N -0.8103 -2.1634 -0.4962
H -4.3396 -1.8497 2.9123
H -4.7408 -1.2436 5.2637
H -3.0300 -0.0117 6.5444
H -0.8791 0.5694 5.5135
H 3.0718 1.9252 4.0407
H 4.3476 3.3580 2.3880
H 3.5761 3.3580 0.0071
H 1.6760 1.9170 -0.6389
H -3.8388 -3.3327 -1.2989
H -2.4589 -4.5743 -3.0217
H 0.0239 -4.2571 -2.9675
H 0.9976 -2.7124 -1.3542
O 1.6320 -1.4636 0.9116
N 2.4995 -1.4223 -0.0367
N 2.1076 -0.7311 -1.0183
O 0.9064 -0.1840 -1.0123
C 2.8795 -0.6795 -2.2247
C 2.2360 -0.3317 -3.4019
C 2.9734 -0.2975 -4.5752
C 4.3261 -0.6027 -4.5592
C 4.9519 -0.9421 -3.3662
C 4.2350 -0.9807 -2.1837
H 1.1821 -0.0961 -3.3938
H 2.4868 -0.0317 -5.5033
H 4.8971 -0.5724 -5.4768
H 6.0079 -1.1730 -3.3551
H 4.7105 -1.2372 -1.2481
C -0.7304 1.7971 -2.3826
C -1.5524 1.9326 -1.1011
C -1.3580 3.3279 -0.4849
C -3.0401 1.7466 -1.4541
C -1.2343 0.9160 -0.0447
H -1.1071 2.5010 -3.1261
H -0.8262 0.7890 -2.7898
H 0.3260 2.0101 -2.2263
H -1.6698 4.0854 -1.2053
H -0.3144 3.5127 -0.2262
H -1.9625 3.4467 0.4156
H -3.3365 2.4828 -2.2020
H -3.6743 1.8762 -0.5759
H -3.2242 0.7514 -1.8636
H -2.0074 1.0125 0.7445
*
```

For the energy above the lowest of the compared OMol25 structures with the same formula, charge and spin, the calculation gives 36.39 kcal/mol. The value obtained for the electronic energy is -1817.68006 Ha. The calculation puts the orbital gap at 0.253 hartree.

(2)
Below is C29H28BF7O2 as an isolated structure at a distorted geometry, with properties calculated with the ωB97M-V functional and the def2-TZVPD basis.

```
! wB97M-V def2-TZVPD RIJCOSX def2/J DEFGRID3
* xyz 0 1
F -2.4290 1.2293 -5.1645
C -2.3596 0.2642 -4.1922
C -3.4744 -0.5286 -3.9189
C -3.3704 -1.4489 -2.8736
F -4.5104 -2.1493 -2.4974
C -2.1869 -1.6569 -2.1571
C -1.1111 -0.7606 -2.3912
C -0.0304 -0.6012 -1.3750
C 1.3220 -0.3287 -1.9051
C 2.2678 -1.3668 -2.0233
C 3.3207 -1.2141 -2.9284
F 4.0236 -2.3328 -3.3242
C 3.6264 0.0009 -3.5471
C 2.8217 1.0770 -3.1999
F 3.0882 2.3252 -3.7237
C 1.6922 0.9369 -2.3874
C -1.1607 0.0970 -3.5089
H -4.3796 -0.4476 -4.5041
H -2.1180 -2.4308 -1.3674
H -0.0189 -1.4464 -0.6893
H 2.1032 -2.3279 -1.5184
H 4.4262 0.0992 -4.2694
H 1.0193 1.7780 -2.2593
H -0.2881 0.6622 -3.8106
C -3.1920 1.1935 2.4727
C -2.3889 0.7629 1.2483
C -3.3221 0.0715 0.2924
C -1.5389 1.9712 0.6093
C -1.0672 1.7609 -0.8065
C -2.2697 3.2967 0.6032
O -0.3088 1.9291 1.3177
B -0.1599 0.5459 1.7390
C 1.1677 -0.3752 1.4073
C 2.4308 0.1935 1.2583
C 3.5880 -0.6050 1.2754
C 3.4724 -1.9867 1.3634
C 4.7086 -2.8616 1.3689
F 4.6592 -3.7897 2.3789
F 4.8114 -3.5372 0.1806
F 5.8588 -2.1382 1.5365
C 2.2150 -2.5809 1.4125
C 1.0670 -1.7700 1.4220
C 0.1917 0.9435 3.3875
C -0.6694 0.4027 4.4724
C 0.7897 0.1072 4.4640
O -1.3749 -0.1896 1.6126
H -4.0407 1.8185 2.1673
H -3.6021 0.2977 2.9574
H -2.5933 1.7432 3.2059
H -3.7921 0.7979 -0.3755
H -2.7257 -0.6379 -0.2800
H -4.0998 -0.4629 0.8495
H -1.8609 1.9081 -1.5526
H -0.2901 2.5114 -1.0229
H -0.4967 0.6575 -0.8444
H -3.1796 3.1862 -0.0047
H -2.5446 3.6371 1.6034
H -1.6428 4.0632 0.1413
H 2.5453 1.2781 1.1751
H 4.5729 -0.1439 1.2235
H 2.1194 -3.6677 1.4466
H 0.0900 -2.2550 1.4494
H 0.4611 2.0010 3.5000
H -0.9846 1.1126 5.2442
H -1.3775 -0.3788 4.1981
H 1.1595 -0.8784 4.1950
H 1.3402 0.6386 5.2435
*
```

For the energy above the lowest of the compared OMol25 structures with the same formula, charge and spin, the calculation gives 110.07 kcal/mol. The value obtained for the electronic energy is -1996.12617 Ha. The calculation puts the orbital gap at 0.139 hartree.

(3)
Below is one molecule with the formula C29H28BF7O2 at a distorted geometry, with properties calculated with the ωB97M-V functional and the def2-TZVPD basis.

```
! wB97M-V def2-TZVPD RIJCOSX def2/J DEFGRID3
* xyz 0 1
F 4.0723 -0.5605 -1.5358
C 3.4301 -0.1788 -0.3897
C 4.1160 0.6131 0.4987
C 3.3564 1.1088 1.5546
F 4.0032 1.7546 2.5742
C 1.9578 0.9923 1.6458
C 1.2760 0.3287 0.6319
C -0.2462 0.4281 0.2818
C -0.3301 0.6636 -1.2355
C 0.2964 1.7771 -1.7898
C 0.0067 2.0586 -3.1183
F 0.3980 3.2547 -3.6374
C -0.7616 1.2200 -3.9199
C -1.2187 0.0395 -3.3523
F -2.0178 -0.8126 -4.0784
C -1.0023 -0.2785 -2.0068
C 2.0473 -0.5368 -0.2922
H 5.1833 0.7941 0.4361
H 1.4408 1.4805 2.4870
H -0.5893 -0.6241 0.4044
H 0.8552 2.4805 -1.1770
H -1.0344 1.5007 -4.9320
H -1.4116 -1.1932 -1.5424
H 1.5645 -0.8168 -1.2440
C 0.0815 -3.4782 2.5545
C 1.0597 -3.8014 1.4121
C 2.0165 -4.8879 1.8721
C 0.4134 -4.0964 -0.0148
C 0.6871 -5.4759 -0.5735
C -1.1039 -3.9109 -0.0384
O 1.0825 -3.1636 -0.8789
B 2.0478 -2.4567 -0.1736
C -1.5989 2.6134 0.3590
C -2.5654 2.7508 -0.6474
C -2.5499 3.8993 -1.4241
C -1.6725 4.9290 -1.0851
C -1.4283 6.0821 -2.0390
F -1.9186 7.2725 -1.5532
F -0.0792 6.2500 -2.2451
F -2.0032 5.8496 -3.2637
C -0.9700 4.8914 0.1126
C -1.0326 3.7491 0.9146
C -1.3033 1.2422 0.9496
C -1.0815 1.2019 2.4981
C -2.5250 1.3202 2.7359
O 1.9353 -2.6724 1.1817
H -0.4806 -4.3998 2.8137
H 0.6579 -3.1644 3.4478
H -0.6446 -2.6800 2.3003
H 1.4618 -5.8012 2.1271
H 2.7706 -5.0734 1.0946
H 2.5441 -4.5000 2.7541
H 0.2867 -6.2306 0.1051
H 0.1286 -5.5760 -1.5024
H 1.7539 -5.6239 -0.7589
H -1.5223 -4.6433 0.6762
H -1.4586 -2.8944 0.2162
H -1.4866 -4.1640 -1.0380
H -3.2994 1.9600 -0.8653
H -3.1823 3.9914 -2.3034
H -0.3844 5.7404 0.4463
H -0.6491 3.7662 1.9429
H -2.2339 0.6786 0.7119
H -0.5938 0.2563 2.7883
H -0.4616 2.0497 2.7831
H -2.9767 2.3092 2.6387
H -3.1134 0.3975 2.7053
*
```

For the energy above the lowest of the compared OMol25 structures with the same formula, charge and spin, the calculation gives 144.45 kcal/mol. The value obtained for the electronic energy is -1996.07138 Ha. The calculation puts the orbital gap at 0.098 hartree.

(4)
Below is C29H28BN6O2RhS as an isolated structure at a distorted geometry, with properties calculated with the ωB97M-V functional and the def2-TZVPD basis.

```
! wB97M-V def2-TZVPD RIJCOSX def2/J DEFGRID3
* xyz 2 1
Rh -0.5394 0.3532 -0.1321
C 0.6487 0.1685 -2.9348
C -0.3921 -0.8869 -3.2740
C -0.5512 -1.9566 -2.2232
C -0.4848 -3.2838 -2.6192
C -0.7068 -4.3031 -1.7127
C -1.0147 -3.9590 -0.4094
C -1.0406 -2.6248 -0.0675
N -0.8065 -1.6219 -0.9377
N 0.1162 1.1771 -1.9941
C 1.2057 2.1080 -1.5921
C 0.6972 2.9828 -0.4782
C 1.0379 4.3123 -0.3251
C 0.5244 5.0148 0.7554
C -0.3264 4.3676 1.6373
C -0.6364 3.0401 1.4123
N -0.1380 2.3622 0.3752
C -0.9774 1.9732 -2.6333
C -2.3772 1.4810 -2.3783
C -3.4157 1.7989 -3.2412
C -4.6899 1.3520 -2.9347
C -4.8811 0.5879 -1.7923
C -3.7888 0.3165 -0.9917
N -2.5621 0.7643 -1.2728
H 0.9935 0.6781 -3.8406
H 1.5111 -0.2966 -2.4642
H -0.1091 -1.3660 -4.2094
H -1.3674 -0.4310 -3.4539
H -0.2653 -3.5061 -3.6539
H -0.6445 -5.3382 -2.0199
H -1.2184 -4.7059 0.3438
H -1.2413 -2.3332 0.9491
H 1.5622 2.6922 -2.4456
H 2.0345 1.5020 -1.2241
H 1.6938 4.7867 -1.0418
H 0.7753 6.0572 0.8981
H -0.7520 4.8817 2.4867
H -1.3162 2.5007 2.0544
H -0.7827 2.0286 -3.7076
H -0.9176 2.9941 -2.2529
H -3.2276 2.3803 -4.1339
H -5.5225 1.5903 -3.5825
H -5.8571 0.2087 -1.5265
H -3.8942 -0.2827 -0.0950
O 2.3317 -0.5801 -0.3349
B 1.1524 -0.5700 0.4014
O 1.2309 -1.4629 1.4672
C 2.4803 -2.0517 1.3672
C 3.0423 -3.0164 2.1701
C 4.3321 -3.4246 1.8343
C 5.0070 -2.8820 0.7461
C 4.4233 -1.9067 -0.0611
C 3.1510 -1.5183 0.2833
H 2.5099 -3.4392 3.0108
H 4.8188 -4.1809 2.4341
H 6.0082 -3.2217 0.5212
H 4.9407 -1.4830 -0.9103
S -1.7934 -0.1426 1.8713
C -0.7701 0.0372 3.2402
N -1.2341 -0.4552 4.4209
C -0.5236 -0.4127 5.5671
C 0.7111 0.1558 5.5531
C 1.1339 0.6854 4.3261
N 0.4263 0.6319 3.2131
H -2.1574 -0.8725 4.4257
H -0.9883 -0.8457 6.4415
H 1.3184 0.2061 6.4428
H 2.0931 1.1848 4.2527
*
```

For the energy above the lowest of the compared OMol25 structures with the same formula, charge and spin, the calculation gives 6.97 kcal/mol. The value obtained for the electronic energy is -2134.20939 Ha. The calculation puts the orbital gap at 0.274 hartree.

(5)
Below is C29H28ClF3IIrN2O8P as an isolated structure at a distorted geometry, with properties calculated with the ωB97M-V functional and the def2-TZVPD basis.

```
! wB97M-V def2-TZVPD RIJCOSX def2/J DEFGRID3
* xyz 0 2
Ir -0.1748 -0.7532 0.3832
O -1.6767 -4.5355 -0.8410
C -1.1885 -3.4260 -0.7594
O -0.9576 -2.7648 0.3223
C -0.7715 -2.7106 -2.0146
C -0.9124 -3.3085 -3.2573
C -0.4969 -2.6172 -4.3757
C 0.0391 -1.3463 -4.2115
C 0.1395 -0.8235 -2.9406
N -0.2510 -1.4972 -1.8511
H -1.3459 -4.2974 -3.2961
H -0.5877 -3.0545 -5.3617
H 0.3744 -0.7628 -5.0582
H 0.5418 0.1631 -2.7920
Cl 1.6157 -4.7979 5.9375
C 1.5889 -3.8255 4.4927
C 2.7130 -3.7150 3.7303
C 2.7120 -2.9484 2.5443
I 4.4369 -2.8198 1.3877
C 1.5822 -2.2936 2.1170
O 1.5269 -1.6069 0.9884
C 0.4400 -2.3955 2.9421
N -0.6220 -1.6979 2.5025
C -1.7703 -1.7626 3.1237
C -1.9126 -2.5263 4.2995
C -0.8380 -3.2073 4.7971
C 0.3979 -3.1642 4.1127
H 3.6141 -4.2318 4.0299
H -2.5936 -1.2120 2.6886
H -2.8731 -2.5613 4.7939
H -0.9197 -3.7935 5.7022
F -1.3356 0.8624 2.5075
C -0.2254 0.7742 1.7784
F 0.7949 0.6832 2.6631
F -0.1034 2.0242 1.2175
C 0.3807 3.9520 -1.4359
C 0.4918 2.5876 -2.0688
O 1.5206 1.8105 -1.3893
P 1.5514 0.5907 -0.3836
O 2.5749 1.1082 0.6941
C 2.7788 2.4553 1.1756
C 4.0104 3.0431 0.5239
O 2.4048 -0.4846 -1.1430
C 3.6940 -0.1957 -1.7244
C 3.5803 -0.1541 -3.2310
H -0.3981 4.5194 -1.9480
H 1.3189 4.5052 -1.5060
H 0.1046 3.8607 -0.3844
H 0.8296 2.6602 -3.1030
H -0.4576 2.0707 -2.0297
H 2.9027 2.3592 2.2513
H 1.9055 3.0686 0.9828
H 4.8941 2.4479 0.7580
H 4.1687 4.0598 0.8863
H 3.8857 3.0751 -0.5593
H 4.3472 -0.9995 -1.3947
H 4.0768 0.7450 -1.3275
H 3.1868 -1.0987 -3.6087
H 4.5642 0.0151 -3.6710
H 2.9142 0.6513 -3.5453
O -2.5674 -0.2998 0.5157
C -2.5483 0.7095 -0.2244
O -1.5082 1.0109 -0.8605
C -3.7572 1.5820 -0.3255
C -5.0287 1.0359 -0.2050
C -6.1438 1.8549 -0.3025
C -5.9893 3.2218 -0.4913
C -4.7175 3.7718 -0.5853
C -3.6020 2.9508 -0.5132
H -5.1324 -0.0281 -0.0369
H -7.1356 1.4284 -0.2241
H -6.8617 3.8588 -0.5667
H -4.5974 4.8402 -0.7153
H -2.6022 3.3601 -0.5859
*
```

For the energy above the lowest of the compared OMol25 structures with the same formula, charge and spin, the calculation gives 55.16 kcal/mol. The value obtained for the electronic energy is -3336.58033 Ha. The calculation puts the orbital gap (alpha / beta) at 0.283 / 0.244 hartree.

(6)
Below is C29H28ClFeN6O9S2 as an isolated structure at a distorted geometry, with properties calculated with the ωB97M-V functional and the def2-TZVPD basis.

```
! wB97M-V def2-TZVPD RIJCOSX def2/J DEFGRID3
* xyz -1 5
Fe 1.0367 0.4735 -0.2837
O 1.5266 3.0835 -2.4206
S 2.1145 2.6407 -1.1881
O 3.0516 3.5439 -0.5702
O 2.6100 1.1839 -1.2470
O 0.9891 2.3339 -0.1404
C -0.1424 5.6565 2.3922
C 0.8196 4.5289 2.4361
N 2.1123 4.6341 2.4914
N 2.5308 3.3340 2.4762
C 1.5478 2.4401 2.3829
S 1.7165 0.7431 2.3084
N 0.4429 3.2064 2.4145
N -0.8622 2.6851 2.3311
H 0.4186 6.5873 2.3960
H -0.8176 5.6460 3.2502
H -0.7385 5.6048 1.4791
H 3.4934 3.1189 2.2799
H -1.5041 3.4295 2.5699
H -1.0392 2.4201 1.3546
Cl -3.5427 0.7167 3.5533
C -2.9107 0.0534 2.0613
C -3.7650 -0.3698 1.0670
C -3.2067 -0.9069 -0.0780
C -1.8294 -0.9607 -0.1859
N -1.0029 -0.5090 0.7632
C -1.5422 -0.0282 1.8842
H -4.8366 -0.2804 1.1906
H -3.8290 -1.2597 -0.8906
H -1.3512 -1.3842 -1.0596
H -0.8587 0.3178 2.6502
C -1.1010 -3.3336 4.6169
O -0.1073 -3.1873 3.6215
C -0.3929 -3.6786 2.3748
C -1.5925 -4.2660 2.0234
C -1.7761 -4.7481 0.7237
C -0.7485 -4.6354 -0.1910
C 0.4634 -4.0400 0.1654
C 0.6565 -3.5469 1.4471
N 1.8399 -2.9837 1.9092
C 3.0665 -2.8998 1.2712
C 3.3224 -2.6348 -0.1119
C 4.5378 -3.0948 -0.6661
C 4.8779 -2.8672 -1.9834
C 4.0041 -2.1437 -2.7994
C 2.8279 -1.6414 -2.2703
C 2.4813 -1.8560 -0.9354
O 1.3738 -1.3237 -0.4150
H -0.6939 -2.9075 5.5298
H -1.3412 -4.3865 4.7816
H -2.0105 -2.7959 4.3449
H -2.3941 -4.3460 2.7443
H -2.7185 -5.2055 0.4479
H -0.8766 -5.0026 -1.2027
H 1.2589 -3.9559 -0.5615
H 1.8236 -2.7399 2.8840
H 3.9201 -3.0593 1.9214
H 5.2098 -3.6549 -0.0223
H 5.8146 -3.2440 -2.3762
H 4.2539 -1.9509 -3.8365
H 2.1669 -1.0188 -2.8629
O -1.9286 4.1607 -2.4927
C -2.0130 3.2047 -3.4624
C -2.4170 3.5314 -4.7540
C -2.5170 2.5526 -5.7300
C -2.2004 1.2349 -5.4259
C -1.7636 0.9262 -4.1443
C -1.6719 1.8908 -3.1459
C -1.1590 1.5201 -1.7780
O -1.6869 2.0089 -0.7882
O -0.1973 0.6435 -1.8038
H -2.0115 5.0207 -2.9176
H -2.6443 4.5667 -4.9911
H -2.8373 2.8252 -6.7292
H -2.2691 0.4634 -6.1822
H -1.4601 -0.0839 -3.8952
*
```

For the energy above the lowest of the compared OMol25 structures with the same formula, charge and spin, the calculation gives 0.00 kcal/mol. The value obtained for the electronic energy is -4647.98517 Ha. The calculation puts the orbital gap (alpha / beta) at 0.195 / 0.278 hartree.

(7)
Below is C29H28CuN6OS as an isolated structure at a distorted geometry, with properties calculated with the ωB97M-V functional and the def2-TZVPD basis.

```
! wB97M-V def2-TZVPD RIJCOSX def2/J DEFGRID3
* xyz 1 1
Cu -0.2458 0.1632 0.7331
C 3.8448 -0.2808 -0.5039
C 2.4496 -0.3489 -0.5338
N 1.7072 -0.2720 0.5490
C 2.3058 -0.1199 1.7434
C 3.7116 -0.0712 1.8802
C 4.4827 -0.1500 0.7072
C 4.2921 0.0534 3.1760
C 3.5175 0.0711 4.2869
C 2.0974 0.0217 4.1890
C 1.2611 0.0394 5.3169
C -0.1024 0.0458 5.1427
C -0.6137 0.0601 3.8409
N 0.1478 0.0267 2.7697
C 1.4840 -0.0229 2.9161
H 4.3983 -0.3368 -1.4267
H 1.9253 -0.4824 -1.4708
H 5.5615 -0.1153 0.7713
H 5.3669 0.1225 3.2537
H 3.9567 0.1430 5.2711
H 1.7009 0.0432 6.3038
H -0.7789 0.0489 5.9828
H -1.6811 0.0944 3.6732
C -0.8217 5.8211 2.6358
C -1.8371 5.7354 1.5011
C -2.8692 4.6368 1.7501
C -1.1131 5.5265 0.1547
N -0.4617 4.2493 0.1101
C -0.9112 3.0835 -0.3884
N -0.0344 2.1458 -0.0874
N 0.9408 2.7597 0.5854
N 0.6978 3.9922 0.7070
H -1.3330 5.8808 3.5905
H -0.1966 6.7028 2.5227
H -0.1770 4.9446 2.6536
H -2.3594 6.6933 1.4118
H -2.3956 3.6618 1.8497
H -3.5941 4.5972 0.9395
H -3.4004 4.8343 2.6763
H -0.3502 6.2980 0.0216
H -1.8286 5.5723 -0.6699
H -1.8071 2.9596 -0.9569
O -2.0171 -0.5300 0.1067
S -2.7443 0.5207 -0.6817
C -4.5114 0.1632 -0.5104
C -5.2534 1.2029 0.0304
C -6.6031 1.0252 0.2760
C -7.1995 -0.1904 -0.0161
C -6.4543 -1.2170 -0.5773
C -5.1019 -1.0444 -0.8342
C -2.5208 0.0681 -2.4152
C -3.0044 0.9529 -3.3666
C -2.6987 0.7432 -4.6994
C -1.9260 -0.3482 -5.0660
C -1.4780 -1.2452 -4.1099
C -1.7640 -1.0321 -2.7706
H -4.7647 2.1406 0.2538
H -7.1834 1.8275 0.7025
H -8.2486 -0.3377 0.1986
H -6.9345 -2.1549 -0.8088
H -4.5197 -1.8386 -1.2776
H -3.6283 1.7824 -3.0627
H -3.0590 1.4309 -5.4484
H -1.6811 -0.5037 -6.1047
H -0.8987 -2.1054 -4.4068
H -1.4125 -1.7065 -2.0031
*
```

The value obtained for the electronic energy is -3564.14725 Ha. The calculation puts the orbital gap at 0.285 hartree.